No. 1
A 3-piece molecular cluster, C4H9NO2 overall at a distorted geometry, computed with ωB97M-V/def2-TZVPD.

Element x y z (Å)
1 C -0.116 -0.102 -0.400
2 C 2.097 -0.843 -0.140
3 C 0.149 1.218 -1.042
4 N -0.159 -0.188 0.909
5 C -2.394 0.530 0.612
6 O -0.481 -1.466 1.345
7 O -2.897 1.568 0.334
8 H -0.261 -1.433 2.286
9 H -0.525 -0.908 -1.004
10 H -2.937 -0.277 1.189
11 H 2.047 -1.738 0.464
12 H 2.221 -1.004 -1.205
13 H 2.633 -0.007 0.290
14 H 0.553 1.926 -0.320
15 H -0.783 1.621 -1.448
16 H 0.852 1.103 -1.869

Computed properties:
HOMO-LUMO gap (alpha / beta): 7.54 / 8.31 eV
Lowest unoccupied orbital energy (alpha / beta): 0.29 / 0.70 eV

Now the Mulliken charges, all in e: 0.0227 -0.9969 -1.0525 -0.3971 0.1204 -0.3566 -0.3898 0.3804 0.3723 0.2609 0.3026 0.3746 0.3158 0.3324 0.3483 0.3626

No. 2
C4H9NO2 as an isolated structure at a distorted geometry, computed with ωB97M-V/def2-TZVPD.

Element x y z (Å)
1 C 1.158 0.105 0.186
2 C 0.102 0.088 -0.775
3 C 0.147 -1.548 0.398
4 C -1.149 0.951 -0.724
5 N -0.492 1.803 -1.649
6 O 0.995 0.871 1.286
7 O -0.616 -1.349 1.526
8 H 1.491 0.519 2.036
9 H -1.458 -0.947 1.280
10 H 0.041 2.501 -1.128
11 H 2.184 -0.108 -0.115
12 H 0.317 -0.396 -1.720
13 H 1.010 -2.158 0.666
14 H -0.377 -2.072 -0.405
15 H -1.350 1.313 0.296
16 H -2.005 0.425 -1.160

Computed properties:
HOMO-LUMO gap: 7.38 eV
Lowest unoccupied orbital energy: 0.46 eV

Now the Mulliken charges, all in e: -0.0216 -0.4037 -0.6496 -0.3984 -0.8438 -0.4668 -0.4871 0.3368 0.3566 0.2100 0.4644 0.4591 0.4243 0.3617 0.3200 0.3380

No. 3
One molecule with the formula C4H9NO2, computed with ωB97M-V/def2-TZVPD.

Element x y z (Å)
1 O 0.126 -2.548 0.495
2 C 0.430 -1.680 -0.276
3 O 0.645 -1.901 -1.588
4 C 0.560 -0.212 0.075
5 C -0.730 0.486 -0.453
6 C -0.807 1.943 -0.037
7 N 0.735 0.005 1.486
8 H 0.608 -2.851 -1.761
9 H 1.415 0.193 -0.461
10 H -0.775 0.388 -1.531
11 H -1.546 -0.076 -0.008
12 H 0.119 2.449 -0.328
13 H -0.890 2.058 1.044
14 H -1.664 2.467 -0.462
15 H 0.088 -0.562 2.015
16 H 1.686 -0.158 1.788

Computed properties:
HOMO-LUMO gap: 10.29 eV
SMILES: CC[C@@H](N)C(=O)O
Lowest unoccupied orbital energy: 0.74 eV

Now the Mulliken charges, all in e: -0.5648 0.3830 -0.4443 0.1397 -0.6858 -1.2092 -0.6150 0.3453 0.5009 0.3304 0.3368 0.3278 0.2992 0.3709 0.2450 0.2399

No. 4
C4H9NO2 as an isolated structure at a distorted geometry, computed with ωB97M-V/def2-TZVPD.

Element x y z (Å)
1 C 1.558 -0.249 -0.371
2 C -0.973 1.755 -0.314
3 C 0.044 -0.607 -0.273
4 C -0.788 0.362 0.124
5 N 2.345 -0.971 0.600
6 O -0.319 -1.875 -0.261
7 O -2.297 -0.564 0.272
8 H -1.531 -1.718 0.041
9 H -2.743 -0.142 1.014
10 H 2.104 -1.956 0.577
11 H 2.172 -0.620 1.535
12 H 1.853 -0.559 -1.373
13 H 1.725 0.823 -0.258
14 H -0.198 2.070 -1.017
15 H -1.011 2.445 0.533
16 H -1.941 1.805 -0.828

Computed properties:
HOMO-LUMO gap: 9.12 eV
Lowest unoccupied orbital energy: 0.59 eV

Now the Mulliken charges, all in e: -0.6853 -1.1097 0.2786 0.5797 -0.6159 -0.7409 -0.6633 0.5032 0.3113 0.2820 0.2417 0.3221 0.3383 0.3439 0.2780 0.3362

No. 5
One molecule with the formula C4H9NO2, computed with ωB97M-V/def2-TZVPD.

Element x y z (Å)
1 N -0.278 -0.598 1.810
2 C -1.330 -0.778 0.971
3 O -2.338 -1.388 1.294
4 C -1.223 -0.179 -0.431
5 C -0.169 0.889 -0.753
6 C 1.260 0.400 -0.977
7 O 1.938 0.318 0.275
8 H -0.335 -1.069 2.701
9 H 0.618 -0.251 1.484
10 H -1.114 -1.026 -1.122
11 H -2.220 0.228 -0.629
12 H -0.486 1.385 -1.678
13 H -0.148 1.666 0.021
14 H 1.247 -0.580 -1.475
15 H 1.793 1.104 -1.631
16 H 2.786 -0.121 0.140

Computed properties:
HOMO-LUMO gap: 9.97 eV
SMILES: NC(=O)CCCO
Lowest unoccupied orbital energy: 0.58 eV

Now the Mulliken charges, all in e: -0.2922 0.3833 -0.6555 -0.4117 -0.7185 -0.3450 -0.5736 0.2262 0.2481 0.2340 0.3020 0.3707 0.3065 0.3140 0.3159 0.2958

No. 6
One molecule with the formula C4H9NO2 at a distorted geometry, computed with ωB97M-V/def2-TZVPD.

Element x y z (Å)
1 C -2.120 0.087 -0.500
2 C -0.715 0.474 -0.017
3 C -0.222 -0.261 1.199
4 O 1.235 -0.344 1.024
5 C 1.425 -0.175 -0.311
6 O 1.068 -1.109 -1.234
7 N 2.568 0.455 -0.612
8 H -2.941 0.404 0.181
9 H -2.345 0.529 -1.481
10 H -2.221 -1.006 -0.611
11 H 0.127 -0.915 -1.137
12 H -0.611 1.552 0.071
13 H -0.336 0.226 2.170
14 H -0.657 -1.278 1.260
15 H 2.916 0.395 -1.551
16 H 3.081 0.954 0.085

Computed properties:
HOMO-LUMO gap: 8.07 eV
Lowest unoccupied orbital energy: 0.91 eV

Now the Mulliken charges, all in e: -1.3234 -0.6150 -0.1331 -0.3327 0.6663 -0.5369 -0.3709 0.3446 0.3431 0.3240 0.4151 0.2289 0.2654 0.2596 0.2350 0.2299